The following is a quantum chemistry calculation of CH2OS3 in the gas phase in a non-equilibrium geometry, from OMol25.

Kohn-Sham gap: 9.056 eV
M: 126.23 g/mol
LUMO: -0.5560 eV
net charge: 0
highest occupied orbital energy: -9.61 eV
SMILES: O=[S@@]1(=S)CS1

Structure (XYZ):
```
7
Properties=species:S:1:pos:R:3:forces:R:3
S 2.1665 0.2705 0.3419 -2.014 -0.174 1.725
S 3.2463 -0.9279 -0.6486 0.103 0.020 0.017
S 1.2214 1.7033 -0.7501 -0.514 0.344 0.641
O 2.4419 0.5738 1.7431 0.093 0.013 -1.160
C 0.3333 0.1780 -0.0258 2.123 0.158 -1.097
H -0.6213 0.1150 0.5305 1.098 0.588 0.203
H 0.4214 -0.4343 -0.8930 -0.889 -0.950 -0.329
```
Forces are in eV/Å.

natural (NBO) population analysis, charges in e, atoms 1 to 2:
1. S 1.3674
2. S -0.3416